# 1
{"formula": "C30H28N7S3V", "method": "wB97M-V/def2-TZVPD", "relative_energy_kcal_mol": 10.34, "charge": 2, "species": ["V", "C", "N", "C", "C", "C", "C", "C", "C", "C", "N", "C", "C", "C", "C", "C", "C", "N", "C", "C", "H", "H", "H", "H", "H", "H", "H", "H", "H", "H", "H", "H", "H", "H", "H", "H", "H", "H", "H", "H", "S", "C", "S", "C", "C", "N", "C", "N", "S", "C", "C", "C", "N", "C", "C", "C", "C", "C", "N", "C", "C", "H", "H", "H", "H", "H", "H", "H", "H"], "xyz": [[0.0526, -0.1440, 0.0732], [2.8513, -0.3311, 0.7370], [2.1120, -0.1096, -0.5488], [2.5989, -1.1243, -1.5349], [2.3385, 1.2735, -0.9522], [3.3376, 1.6477, -1.8234], [3.5386, 2.9950, -2.0854], [2.7511, 3.9416, -1.4502], [1.7411, 3.5634, -0.5799], [1.4947, 2.2126, -0.3378], [0.4428, 1.6285, 0.4199], [-0.4175, 2.2894, 1.3451], [-0.7114, 3.6493, 1.4277], [-1.6299, 4.1138, 2.3556], [-2.2787, 3.2426, 3.2144], [-2.0296, 1.8812, 3.1206], [-1.1247, 1.4218, 2.1876], [-0.8258, -0.0045, 2.0356], [-1.9975, -0.8761, 2.3690], [0.2877, -0.3600, 2.9736], [3.9242, -0.3193, 0.5446], [2.6313, 0.4681, 1.4374], [2.5906, -1.2968, 1.1618], [3.6815, -1.2137, -1.4585], [2.1442, -2.0850, -1.3084], [2.3339, -0.8298, -2.5446], [3.9731, 0.9083, -2.2912], [4.3157, 3.2991, -2.7729], [2.9122, 4.9944, -1.6360], [1.1657, 4.3451, -0.1260], [-0.2835, 4.3701, 0.7595], [-1.8427, 5.1734, 2.3920], [-2.9879, 3.6128, 3.9416], [-2.5519, 1.1935, 3.7711], [-2.0841, -0.9657, 3.4508], [-2.9109, -0.4502, 1.9691], [-1.8388, -1.8636, 1.9474], [-0.0731, -0.2687, 3.9980], [0.5973, -1.3909, 2.8079], [1.1182, 0.3267, 2.8457], [-0.1159, -0.0108, -2.2159], [-1.8440, 0.0304, -2.1410], [-2.1539, 0.3125, -0.4620], [-2.7292, -0.1914, -3.1260], [-4.1300, -0.2036, -2.8161], [-5.2350, -0.2639, -2.5073], [-2.2610, -0.4637, -4.4540], [-1.8355, -0.7237, -5.4889], [-0.7861, -6.8971, -0.0190], [-0.5296, -5.1490, 0.0659], [-1.3576, -4.2835, -0.6450], [-1.1468, -2.9238, -0.5778], [-0.1537, -2.3668, 0.1465], [0.6541, -3.2143, 0.8193], [0.5067, -4.5799, 0.8071], [-0.9670, -7.2124, 1.7342], [-2.2279, -7.1654, 2.3063], [-2.3290, -7.3992, 3.6720], [-1.2846, -7.6626, 4.4555], [-0.0865, -7.7335, 3.8795], [0.1292, -7.5232, 2.5236], [-2.1729, -4.6687, -1.2427], [-1.8089, -2.2546, -1.1052], [1.4631, -2.7825, 1.3903], [1.1948, -5.1972, 1.3672], [-3.1063, -6.9611, 1.7091], [-3.2975, -7.3727, 4.1577], [0.7444, -7.9798, 4.5307], [1.1186, -7.6303, 2.0988]], "nbo_charge": [1.2352, -0.4078, -0.4821, -0.4144, 0.1153, -0.2220, -0.1397, -0.1698, -0.1914, 0.1418, -0.5718, 0.1359, -0.1915, -0.1677, -0.1431, -0.2190, 0.1105, -0.4832, -0.4123, -0.4111, 0.2506, 0.2290, 0.2127, 0.2291, 0.2310, 0.2481, 0.2443, 0.2523, 0.2514, 0.2298, 0.2290, 0.2513, 0.2520, 0.2428, 0.2257, 0.2470, 0.2301, 0.2475, 0.2214, 0.2259, 0.1855, -0.2772, 0.1729, -0.2593, 0.2349, -0.1962, 0.2344, -0.1934, 0.3521, -0.0916, -0.1821, 0.0596, -0.5874, 0.0462, -0.2349, -0.1603, -0.2570, 0.0515, -0.3736, 0.0489, -0.2704, 0.2568, 0.2226, 0.1982, 0.2589, 0.2382, 0.2134, 0.2124, 0.2339]}

=====

# 2
{"formula": "C5H8N2", "method": "wB97M-V/def2-TZVPD", "relative_energy_kcal_mol": 104.06, "species": ["C", "C", "N", "C", "C", "N", "C", "H", "H", "H", "H", "H", "H", "H", "H"], "xyz": [[-1.2078, 0.3033, 0.8670], [-1.1096, -0.4754, -1.4086], [-0.2036, -0.0242, -0.2015], [0.8591, -0.8617, 0.3413], [1.9544, -0.1075, 0.4699], [1.7338, 1.2004, -0.0376], [0.5323, 1.2039, -0.4541], [-1.8493, 1.0834, 0.4593], [-1.8162, -0.5856, 1.0306], [-0.6918, 0.6124, 1.7796], [-0.4216, -0.5886, -2.2581], [-1.3732, -1.4996, -1.0798], [0.6730, -1.9073, 0.5421], [2.9180, -0.3670, 0.8903], [0.0026, 2.0134, -0.9403]], "nbo_charge": [-0.3866, -0.7095, -0.3185, -0.0513, -0.0728, -0.4014, 0.2841, 0.2421, 0.2283, 0.2023, 0.1511, 0.1396, 0.2394, 0.2260, 0.2271]}

=====

# 3
{"formula": "C6H10", "method": "wB97M-V/def2-TZVPD", "relative_energy_kcal_mol": 57.10, "species": ["C", "C", "C", "C", "C", "C", "H", "H", "H", "H", "H", "H", "H", "H", "H", "H"], "xyz": [[1.6645, 0.1999, -0.4251], [0.6487, -0.1664, 0.6857], [-0.5780, -1.4596, -0.1291], [-1.4990, -0.4197, -0.6041], [-1.2701, 0.8204, -0.1587], [-0.2903, 0.9788, 0.9751], [2.7180, 0.0726, -0.1391], [1.5639, 1.2310, -0.8025], [1.4989, -0.4449, -1.2900], [1.1116, -0.6517, 1.5364], [0.2716, -1.7699, -0.6988], [-1.1465, -2.4291, 0.0146], [-2.4082, -0.6281, -1.1682], [-1.7066, 1.6844, -0.6348], [0.1338, 1.9970, 0.9746], [-0.7799, 0.8590, 1.9532]], "nbo_charge": [-0.6481, -0.1237, -0.4622, -0.2203, -0.1810, -0.4833, 0.2170, 0.2124, 0.2106, 0.2068, 0.2044, 0.2171, 0.2102, 0.2011, 0.2193, 0.2197]}

=====

# 4
{"formula": "C52H52N8O4", "method": "wB97M-V/def2-TZVPD", "relative_energy_kcal_mol": 114.46, "species": ["N", "C", "C", "C", "C", "C", "H", "H", "H", "H", "H", "N", "C", "C", "C", "C", "C", "H", "H", "H", "H", "H", "N", "C", "C", "C", "C", "C", "H", "H", "H", "H", "H", "N", "C", "C", "C", "C", "C", "H", "H", "H", "H", "H", "N", "C", "C", "C", "C", "C", "H", "H", "H", "H", "H", "N", "C", "C", "C", "C", "C", "H", "H", "H", "H", "H", "N", "C", "C", "C", "C", "C", "H", "H", "H", "H", "H", "N", "C", "C", "C", "C", "C", "H", "H", "H", "H", "H", "C", "C", "C", "C", "C", "C", "O", "O", "H", "H", "H", "H", "H", "H", "C", "C", "C", "C", "C", "C", "O", "O", "H", "H", "H", "H", "H", "H"], "xyz": [[-0.5588, 0.3055, 0.4242], [0.1775, 0.5771, -0.5887], [1.5450, 0.4176, -0.7674], [2.0837, -0.4966, 0.1025], [1.4052, -0.6939, 1.3023], [0.0308, -0.2055, 1.4493], [-0.3937, 0.9653, -1.5123], [2.0884, 0.6277, -1.8189], [3.0318, -0.8457, -0.0589], [1.8107, -1.2112, 2.1920], [-0.2944, -0.3141, 2.4404], [-1.1889, 1.4393, 5.7768], [-0.1989, 1.6988, 4.7501], [0.8777, 0.8351, 4.7468], [1.0764, -0.1804, 5.6823], [0.1026, -0.5884, 6.5510], [-1.0312, 0.3561, 6.5820], [-0.3681, 2.6728, 4.3097], [1.7900, 1.0904, 4.0180], [2.0273, -0.7621, 5.5425], [0.1532, -1.5721, 7.2882], [-1.7466, 0.0640, 7.3500], [-3.2162, -4.9728, 3.5275], [-3.3485, -4.3685, 4.7181], [-3.1140, -3.0757, 5.0414], [-2.7393, -2.1448, 4.0993], [-2.5821, -2.6604, 2.8238], [-2.6754, -4.1228, 2.5935], [-3.4409, -4.9748, 5.5066], [-3.3620, -2.7492, 6.0729], [-2.5757, -1.1145, 4.2937], [-2.1086, -2.2967, 1.9203], [-2.6804, -4.5873, 1.6210], [-2.2263, 3.6686, -1.9761], [-2.0386, 4.1633, -3.1373], [-2.2166, 3.4141, -4.2798], [-2.5322, 2.0341, -4.0389], [-2.7402, 1.5444, -2.7503], [-2.4614, 2.4052, -1.7179], [-1.6511, 5.1726, -3.3610], [-2.2236, 3.8256, -5.3375], [-2.5327, 1.5846, -4.8858], [-3.0082, 0.5682, -2.7026], [-2.4281, 1.9399, -0.8740], [3.4892, 1.2046, -4.4434], [2.2420, 0.9732, -4.8824], [1.1118, 1.4818, -4.3256], [1.2804, 2.6402, -3.3929], [2.4927, 3.0628, -3.1230], [3.6245, 2.2353, -3.5962], [2.0398, 0.0863, -5.1519], [-0.0149, 1.1567, -4.4794], [0.4179, 3.0017, -2.9003], [2.5206, 3.9848, -2.6567], [4.6464, 2.4183, -3.7312], [6.2280, -1.7939, -1.9155], [5.2343, -1.1592, -2.5678], [3.9880, -1.8525, -2.9237], [3.8267, -3.1427, -2.3300], [4.7919, -3.7187, -1.6004], [6.0031, -3.0713, -1.4513], [5.4095, -0.0456, -2.7210], [3.3089, -1.2841, -3.5143], [2.9425, -3.5273, -2.5603], [4.8448, -4.8126, -0.9300], [6.7792, -3.4588, -0.7299], [-1.2132, 4.3929, 2.5109], [-0.6898, 5.6285, 2.4219], [0.3277, 6.0314, 1.6064], [1.0268, 5.0299, 0.8450], [0.5193, 3.6934, 1.0661], [-0.5751, 3.3734, 1.8142], [-1.2166, 6.2480, 3.0018], [0.7139, 6.9150, 1.3377], [1.7066, 5.3695, 0.3127], [0.8836, 2.7995, 0.5563], [-1.2596, 2.7708, 1.7520], [4.6168, 0.3507, 3.1266], [5.1340, -0.4248, 2.0937], [6.3093, 0.0107, 1.5343], [7.0425, 1.1128, 1.9846], [6.4806, 1.9051, 3.0437], [5.2973, 1.4559, 3.5675], [4.7222, -1.4927, 1.9295], [6.5149, -0.4235, 0.6008], [7.9989, 1.4908, 1.4929], [7.1837, 2.7289, 3.5561], [4.9988, 1.8686, 4.6330], [-5.2187, -1.7407, -1.2233], [-4.2653, -0.9114, -0.5005], [-4.6657, -0.0690, 0.5417], [-6.0621, 0.0263, 0.7121], [-6.9473, -0.8692, 0.0067], [-6.5625, -1.7926, -0.8287], [-7.4871, -2.5162, -1.5434], [-3.8267, 0.5106, 1.4934], [-4.7902, -2.3614, -1.9579], [-3.3378, -0.8940, -0.7545], [-6.2942, 0.4665, 1.6042], [-8.0187, -0.7744, 0.2310], [-8.3987, -2.5201, -1.0988], [-3.1160, 0.1995, 1.2642], [-0.6637, -2.1729, -4.6327], [-0.1318, -2.0159, -3.1723], [-0.9163, -2.6553, -2.1511], [-2.0141, -3.4101, -2.6179], [-2.5065, -3.5309, -3.9089], [-1.7957, -2.8648, -4.9250], [-2.1316, -3.2042, -6.2841], [-0.6027, -2.6138, -0.8048], [-0.0747, -1.8491, -5.4594], [0.6935, -1.3693, -2.9078], [-2.6227, -3.9920, -1.8242], [-3.1397, -4.2480, -4.3011], [-3.0319, -3.5429, -6.2466], [-0.3184, -1.9311, -0.4893]], "mulliken_charge": [2.3595, -0.6558, 0.5825, -0.6202, -1.0556, -1.0996, -0.7541, -0.5198, 1.0086, 0.3149, 0.3761, -0.5668, -0.5289, 0.3282, -0.4149, -0.1677, -0.2709, 0.5270, 0.1405, 0.3457, 0.2562, 0.3745, -0.5670, -0.3258, -0.5834, -0.0541, 0.1780, -0.6862, 0.4939, 0.3116, 0.6668, 0.1518, 0.4059, -0.4686, -0.3433, -0.2179, -1.0273, -0.4072, -0.9709, 0.3150, 0.3369, 0.7459, 0.8365, 1.3688, -0.4810, -0.8450, 0.2922, 0.1518, -0.8929, -0.4665, 0.8517, -0.0695, 0.1500, 0.6405, 0.6758, -0.5871, -0.0207, -0.3018, -0.5208, -0.3995, -0.1425, 0.3029, 0.4019, 0.7863, 0.1414, 0.3408, -0.5723, -0.5988, -0.4808, -0.8988, -0.4024, -1.2800, 0.5663, 0.4743, 0.8660, 0.2843, 2.0018, -0.2286, -0.0621, -0.4117, -0.2489, -0.4360, -0.1235, 0.3591, 0.3583, 0.3216, 0.2447, 0.2426, -0.7764, -0.0445, -0.1425, -1.0121, -0.4550, 0.6200, -0.5619, -0.4102, 0.5214, 1.0674, 0.4604, 0.1754, 0.3210, 0.1328, -1.0634, -0.1636, 0.3792, -0.3296, -0.6473, 0.4279, -0.5649, -0.5696, 0.5749, 0.6335, 0.2711, 0.4697, 0.2952, 0.2893]}

=====

# 5
{"formula": "C11H19BrCl5O4PS", "method": "wB97M-V/def2-TZVPD", "e_tot_ha": -6346.0385, "species": ["C", "C", "C", "C", "C", "C", "Cl", "C", "C", "Cl", "O", "S", "O", "O", "C", "C", "P", "O", "Br", "H", "H", "H", "H", "H", "H", "H", "H", "H", "H", "H", "H", "H", "H", "H", "H", "H", "H", "C", "Cl", "Cl", "Cl", "H"], "xyz": [[1.6438, -1.6610, 1.5734], [1.1660, -1.9508, 0.1461], [0.5832, -0.7612, -0.6255], [-0.8692, -0.3427, -0.3483], [-1.0325, 0.3746, 1.0074], [-0.9913, 1.9087, 0.8482], [-1.6893, 2.6809, 2.2881], [0.3885, 2.4672, 0.5029], [1.4870, 2.1098, 1.4892], [0.2507, 4.2788, 0.4842], [-2.3325, 0.0905, 1.5820], [-2.4790, -1.4121, 2.0935], [-1.5425, -1.7029, 3.1204], [-3.8427, -1.5590, 2.4199], [-2.1661, -2.3664, 0.6160], [-1.9718, -1.4158, -0.5521], [-1.9901, -2.3211, -2.1988], [-1.1270, -1.3137, -3.1565], [-0.6750, -4.1398, -1.8839], [2.3781, -2.4035, 1.8593], [2.1573, -0.7060, 1.5659], [0.8354, -1.6187, 2.2902], [0.5336, -2.8220, 0.1514], [2.0596, -2.2478, -0.3936], [1.2151, 0.0909, -0.3836], [0.7541, -0.9364, -1.6765], [-1.1185, 0.4287, -1.0822], [-0.2984, 0.0548, 1.7366], [-1.6623, 2.1274, 0.0255], [0.6214, 2.2105, -0.5194], [2.4125, 1.9611, 0.9450], [1.2870, 1.2080, 2.0487], [1.6558, 2.9232, 2.1783], [-3.0979, -2.8977, 0.4639], [-1.3924, -3.1082, 0.7392], [-2.9069, -0.8647, -0.6237], [-1.1329, -0.4121, -2.7934], [2.5227, 2.9090, -3.1978], [3.6010, 2.8293, -4.5851], [1.3782, 1.5628, -3.2039], [3.4347, 2.9213, -1.6901], [1.9528, 3.8262, -3.2607]], "nbo_charge": [-0.6191, -0.4115, -0.4138, -0.2487, 0.0604, -0.2134, -0.0063, -0.1910, -0.6526, -0.0633, -0.6998, 2.4050, -0.9308, -0.9261, -0.7082, -0.5588, 1.0992, -0.9821, -0.2726, 0.2192, 0.1923, 0.2195, 0.2061, 0.2127, 0.2077, 0.2301, 0.1883, 0.2274, 0.2181, 0.2294, 0.2251, 0.2197, 0.2458, 0.2706, 0.2662, 0.2504, 0.4955, -0.2838, 0.0374, -0.0028, 0.0236, 0.2345]}

=====

# 6
{"formula": "C5H8F2NO4S", "method": "wB97M-V/def2-TZVPD", "spin_multiplicity": 3, "e_tot_ha": -1148.8562, "s2": 2.009, "charge": -1, "species": ["C", "C", "C", "C", "C", "N", "O", "O", "O", "O", "F", "F", "S", "H", "H", "H", "H", "H", "H", "H", "H"], "xyz": [[1.8940, -1.3050, -0.4512], [-1.2372, -0.6869, 1.2350], [-0.3876, 0.5930, -0.7704], [-0.3537, -0.7238, -0.0050], [3.2181, -1.0921, 0.1086], [4.8924, 1.3340, 0.2265], [2.6051, 1.4155, 1.1978], [1.6449, -1.6114, -1.5989], [2.8082, 1.3392, -1.2491], [0.9684, -0.9795, 0.4674], [3.3909, -1.4044, 1.4186], [4.2594, -1.6438, -0.5698], [3.3960, 1.0510, 0.0497], [-0.8661, 0.0861, 1.9027], [-2.2661, -0.4673, 0.9581], [-1.1957, -1.6420, 1.7543], [0.0358, 1.3792, -0.1499], [-1.4129, 0.8398, -1.0445], [0.2223, 0.5175, -1.6680], [-0.6498, -1.5510, -0.6708], [5.3131, 1.1577, -0.6705]], "nbo_charge": [0.4675, -0.6149, -0.6477, 0.1023, 0.6263, -0.9915, -0.9608, -0.6428, -0.9779, -0.5261, -0.3181, -0.3241, 2.0127, 0.2147, 0.1936, 0.2051, 0.2257, 0.1852, 0.2451, 0.1779, 0.3477]}